This record from the OMol25 dataset describes 3 unconnected molecules or ions with the total composition C20H44F3N8O2P2 in a non-equilibrium geometry. The level of theory is ωB97M-V with the def2-TZVPD basis set.

Element x y z (Å)
F: 5.46 -1.67 1.72
C: 4.51 -1.17 0.97
F: 4.97 -0.73 -0.17
C: 3.20 -1.08 1.38
F: 2.29 -1.93 0.79
C: 2.77 -0.04 2.35
C: 1.42 -0.32 3.04
C: 0.27 -0.49 2.07
C: 0.22 0.31 0.90
C: -0.81 0.11 0.01
C: -1.74 -0.85 0.40
N: -1.60 -1.50 1.52
N: -0.62 -1.39 2.41
H: 3.53 -0.01 3.13
H: 2.78 0.95 1.87
H: 1.53 -1.22 3.65
H: 1.19 0.53 3.68
H: 0.99 1.05 0.72
H: -0.92 0.67 -0.91
H: -2.59 -1.08 -0.23
H: -2.33 -2.16 1.77
O: -4.65 -0.45 2.19
P: -5.70 -0.16 3.22
N: -4.79 -0.36 4.66
C: -5.30 -0.74 5.97
C: -3.60 0.48 4.77
N: -6.72 -1.52 2.96
C: -7.20 -2.39 4.01
C: -6.50 -2.29 1.74
N: -7.01 0.72 3.93
C: -8.18 0.91 3.03
C: -6.61 2.09 4.36
H: -5.91 0.03 6.45
H: -4.46 -0.94 6.64
H: -5.87 -1.66 5.94
H: -3.83 1.52 5.04
H: -3.05 0.50 3.82
H: -2.91 0.09 5.52
H: -6.41 -3.06 4.39
H: -8.02 -3.01 3.64
H: -7.62 -1.82 4.84
H: -5.64 -2.97 1.83
H: -6.33 -1.63 0.89
H: -7.38 -2.88 1.51
H: -7.91 1.43 2.10
H: -8.94 1.49 3.54
H: -8.63 -0.04 2.77
H: -6.17 2.67 3.54
H: -5.90 2.05 5.18
H: -7.48 2.63 4.73
O: 3.50 2.03 -4.47
P: 4.59 1.15 -5.00
N: 4.71 0.01 -3.72
C: 5.87 -0.78 -3.35
C: 3.47 -0.68 -3.38
N: 5.90 2.26 -4.97
C: 7.19 1.97 -4.38
C: 5.56 3.67 -4.78
N: 5.40 0.19 -6.19
C: 5.71 0.92 -7.45
C: 4.60 -1.00 -6.60
H: 6.14 -1.56 -4.08
H: 5.69 -1.28 -2.40
H: 6.76 -0.17 -3.18
H: 3.21 -1.48 -4.09
H: 2.64 0.03 -3.37
H: 3.53 -1.13 -2.39
H: 7.15 1.99 -3.28
H: 7.92 2.72 -4.70
H: 7.58 1.01 -4.72
H: 5.35 3.91 -3.74
H: 4.70 3.95 -5.38
H: 6.40 4.29 -5.12
H: 4.82 1.33 -7.92
H: 6.19 0.23 -8.15
H: 6.41 1.73 -7.27
H: 3.60 -0.72 -6.96
H: 4.49 -1.71 -5.79
H: 5.11 -1.53 -7.40

As for the charge: +1. The value obtained for the frontier orbital gap is 0.2062 Eh. Its LUMO energy is -4.387 eV. The calculation puts the HOMO energy at -10.00 eV.

Atomic partial charges in e from the Löwdin method, atoms 1 to 6: 0.18 -0.27 0.17 -0.21 0.05 -0.14